The following is a DFT calculation (wB97M-V/def2-TZVPD) of one molecule with the formula C10H9F2NO in a non-equilibrium geometry.

HOMO (alpha / beta) ... -7.01 / -7.01 eV
Frontier orbital gap (alpha / beta) ... 5.955 / 5.956 eV
Spin multiplicity ... 1
Energy ... -19484.5057 eV
Energy relative to the best compared isomer or geometry (same formula, charge and spin) ... 1.98 kcal/mol

Atoms and positions in Å:
C (-3.1054, -1.5825, -0.4058)
C (-2.2984, -2.1772, 0.5916)
C (-2.5890, -0.5389, -1.1013)
C (-1.1332, -1.5721, 0.8982)
C (-1.3639, -0.0140, -0.9423)
C (-0.6191, -0.5061, 0.2270)
C (2.7299, 1.1378, 0.7965)
C (0.6908, -0.0679, 0.6290)
C (2.0648, 2.1058, 1.5256)
C (1.8033, 0.6427, -1.4364)
N (1.7112, 0.3487, -0.0303)
O (3.9361, 0.9480, 0.7206)
F (0.7124, 2.3416, 1.3900)
F (2.6788, 3.1632, 2.0425)
H (-4.0637, -1.9665, -0.5425)
H (-2.6048, -2.9989, 1.0970)
H (-3.3412, 0.0414, -1.7731)
H (-0.4832, -1.9084, 1.7473)
H (-1.0009, 0.7280, -1.5636)
H (0.8494, -0.3072, 1.5832)
H (0.7948, 0.8962, -1.9403)
H (2.4033, 1.4852, -1.5040)
H (2.2280, -0.1989, -2.0087)